(1)
Entry from the OMol25 dataset: a structure of composition C39H37Cl5N7O3STeV at a distorted geometry (the ωB97M-V functional and the def2-TZVPD basis).

charge = -1
2S+1 = 2
⟨S²⟩ = 0.862
LUMO energy (spin up / spin down) = 1.8540 / 1.8437 eV
HOMO-LUMO gap (spin up / spin down) = 6.471 / 6.469 eV
electronic energy = -164045.96357 eV

Atoms and positions in Å:
V (0.1533, -2.9158, 0.1072)
N (-2.3288, -4.8685, 3.7140)
C (-1.7041, -4.9265, 2.4804)
S (-2.6136, -5.1861, 1.0897)
N (-0.3809, -4.8873, 2.5861)
N (0.3074, -4.6253, 1.4685)
C (1.3111, -5.4009, 1.2313)
C (2.1903, -5.1576, 0.1089)
C (3.2427, -6.0248, -0.1950)
C (4.0299, -5.7562, -1.2977)
C (3.7620, -4.6326, -2.0685)
C (2.7060, -3.8184, -1.6964)
N (1.9447, -4.0754, -0.6430)
H (-3.3079, -4.6510, 3.6669)
H (-1.7966, -4.3815, 4.4212)
H (1.4599, -6.2734, 1.8577)
H (3.4245, -6.8882, 0.4299)
H (4.8486, -6.4164, -1.5544)
H (4.3553, -4.3848, -2.9368)
H (2.4588, -2.9141, -2.2428)
O (-0.6211, -4.2881, -1.2648)
N (-0.6127, -3.9493, -2.4844)
N (-0.2207, -2.7509, -2.6690)
O (0.1647, -1.9773, -1.6783)
C (-0.2775, -2.1669, -3.9675)
C (-0.9927, -2.7807, -4.9902)
C (-1.0237, -2.1712, -6.2337)
C (-0.3625, -0.9692, -6.4497)
C (0.3411, -0.3717, -5.4152)
C (0.3909, -0.9651, -4.1628)
H (-1.5128, -3.7083, -4.8049)
H (-1.5811, -2.6349, -7.0376)
H (-0.4062, -0.4952, -7.4220)
H (0.8534, 0.5689, -5.5740)
H (0.9230, -0.5093, -3.3399)
C (3.6831, -2.0478, 1.2854)
C (2.5128, -1.2224, 0.7862)
O (2.6529, -0.0438, 0.4297)
N (1.3163, -1.8502, 0.7904)
Te (0.2466, 1.5722, 1.5338)
C (-0.7060, 3.2319, 2.4736)
C (-1.8379, 3.8512, 1.9338)
C (-2.5288, 3.3287, 0.7074)
C (-2.3610, 4.9836, 2.5610)
C (-1.8097, 5.5023, 3.7193)
C (-2.3748, 6.7348, 4.3707)
C (-0.7157, 4.8433, 4.2713)
C (-0.1590, 3.7199, 3.6739)
C (1.0105, 3.0532, 4.3476)
C (0.5445, 2.4676, -0.3713)
C (-0.1273, 1.9994, -1.5067)
C (-1.1941, 0.9463, -1.4856)
C (0.1920, 2.5488, -2.7522)
C (1.1489, 3.5366, -2.9005)
C (1.4812, 4.1050, -4.2535)
C (1.8048, 3.9869, -1.7612)
C (1.5247, 3.4652, -0.5054)
C (2.2964, 3.9816, 0.6778)
H (4.2837, -1.4288, 1.9508)
H (4.3041, -2.3283, 0.4323)
H (3.3565, -2.9485, 1.8034)
H (-2.5349, 2.2376, 0.7064)
H (-2.0212, 3.6469, -0.2063)
H (-3.5597, 3.6836, 0.6688)
H (-3.2402, 5.4556, 2.1323)
H (-3.2961, 7.0507, 3.8808)
H (-1.6684, 7.5668, 4.3199)
H (-2.5962, 6.5604, 5.4256)
H (-0.2844, 5.2109, 5.1980)
H (1.2176, 3.5310, 5.3060)
H (1.9080, 3.1028, 3.7262)
H (0.8202, 1.9945, 4.5328)
H (-1.0778, 0.2483, -0.6636)
H (-1.1794, 0.3728, -2.4124)
H (-2.1847, 1.4033, -1.3988)
H (-0.3313, 2.1782, -3.6290)
H (0.9501, 3.5732, -5.0438)
H (2.5518, 4.0356, -4.4582)
H (1.2059, 5.1602, -4.3207)
H (2.5656, 4.7565, -1.8527)
H (2.9754, 4.7784, 0.3704)
H (2.8773, 3.1771, 1.1338)
H (1.6294, 4.3730, 1.4489)
Cl (-2.9333, -2.0985, -1.3084)
C (-2.7583, -1.6480, 0.3685)
C (-1.5741, -1.9356, 1.0491)
C (-1.5748, -1.5557, 2.3922)
Cl (-0.1685, -1.7968, 3.3914)
C (-2.6603, -0.9404, 3.0173)
Cl (-2.6039, -0.4747, 4.6799)
C (-3.8110, -0.6702, 2.2870)
Cl (-5.1605, 0.1015, 3.0340)
C (-3.8617, -1.0264, 0.9437)
Cl (-5.2900, -0.6875, 0.0359)

Atom charges from the Löwdin analysis, given in e for atoms 1 to 6: 0.828 0.046 -0.984 0.556 -0.045 -0.085

(2)
Entry from the OMol25 dataset: a structure of composition C39H37CoF9OP2 at a distorted geometry (the ωB97M-V functional and the def2-TZVPD basis).

charge = 0
2S+1 = 4
⟨S²⟩ = 3.770
LUMO energy (spin up / spin down) = 0.3340 / -0.3579 eV
HOMO-LUMO gap (spin up / spin down) = 5.450 / 7.131 eV
electronic energy = -123746.42272 eV

Atoms and positions in Å:
Co (-1.3391, 0.3771, -2.0250)
C (-0.3906, 0.8000, -3.5826)
C (-0.4876, 1.9900, -2.8813)
C (-1.6336, 2.9850, -2.9766)
C (-2.9914, 2.2583, -3.0961)
C (-3.1008, 0.9329, -2.4049)
C (-2.7631, -0.3346, -2.9857)
C (-2.3675, -0.5068, -4.4436)
C (-1.2595, 0.5254, -4.7962)
C (0.6658, -1.8860, 2.8405)
H (0.5808, 0.3213, -3.5996)
H (0.4458, 2.4380, -2.5035)
H (-1.6167, 3.7063, -3.7930)
H (-1.6663, 3.5858, -2.0599)
H (-3.7589, 2.9123, -2.6576)
H (-3.2333, 2.2428, -4.1519)
H (-3.9200, 0.9199, -1.6769)
H (-3.3879, -1.1636, -2.6701)
H (-3.1846, -0.4251, -5.1823)
H (-1.9387, -1.5036, -4.5173)
H (-0.6324, 0.1341, -5.6354)
H (-1.6866, 1.4549, -5.2230)
H (0.7550, -2.9685, 2.8445)
H (-0.0077, -1.5859, 2.0012)
H (0.3474, -1.4912, 3.8170)
P (0.9619, 1.3276, 0.1293)
P (-1.4771, -0.9314, 0.9068)
C (-0.7962, 1.6294, -0.2074)
C (-1.7986, 0.6391, 0.0201)
C (1.6107, 2.9243, 0.5143)
C (1.3067, 4.1630, -0.0946)
C (1.9424, 5.2995, 0.4262)
C (2.8032, 5.2228, 1.5302)
C (3.0610, 3.9823, 2.1355)
C (2.4754, 2.8361, 1.6293)
C (2.0352, 0.7497, -1.2954)
C (1.9982, -0.6012, -1.7224)
C (2.7122, -1.1091, -2.7826)
C (3.6754, -0.2805, -3.4374)
C (3.7807, 1.0251, -2.9886)
C (2.9926, 1.5388, -1.9400)
C (-2.6350, -0.8664, 2.2575)
C (-2.3367, 0.0820, 3.2689)
C (-3.0543, 0.1382, 4.4603)
C (-4.1256, -0.7426, 4.6793)
C (-4.4296, -1.6863, 3.6899)
C (-3.7101, -1.7616, 2.4872)
C (-1.8663, -2.3738, -0.1465)
C (-0.8841, -3.3911, -0.0757)
C (-1.0361, -4.5869, -0.7906)
C (-2.1211, -4.7784, -1.6505)
C (-3.1004, -3.7829, -1.7249)
C (-3.0370, -2.6449, -0.8946)
H (-1.1132, 2.6931, -0.3044)
H (-2.8059, 1.1490, 0.1627)
H (0.5976, 4.2408, -0.9249)
H (1.7490, 6.2591, -0.0544)
H (3.2667, 6.1286, 1.9314)
H (3.7053, 3.8844, 3.0035)
H (2.6744, 1.8680, 2.0849)
H (1.2512, -1.3074, -1.2072)
H (2.6035, -2.1773, -3.0824)
H (4.3281, -0.6733, -4.2578)
H (4.4908, 1.6698, -3.4639)
H (3.1001, 2.5917, -1.6998)
H (-1.5064, 0.7809, 3.1436)
H (-2.7546, 0.8627, 5.2211)
H (-4.7005, -0.7134, 5.6121)
H (-5.2341, -2.4041, 3.8812)
H (-3.9749, -2.5240, 1.7528)
H (-0.0160, -3.2700, 0.5745)
H (-0.2833, -5.3823, -0.6903)
H (-2.1820, -5.6613, -2.2789)
H (-3.8997, -3.8898, -2.4682)
H (-3.9023, -1.9688, -0.8404)
F (3.3821, 0.8937, 3.8556)
C (3.1005, -0.3599, 4.3223)
F (4.0211, -0.6448, 5.2612)
F (1.8903, -0.2941, 4.9192)
C (3.0476, -1.4038, 3.1878)
O (1.8690, -1.2663, 2.4070)
C (4.2091, -1.0773, 2.1603)
F (5.3992, -0.8064, 2.7673)
F (4.3903, -2.1299, 1.3166)
F (3.8895, 0.0067, 1.4027)
C (3.2215, -2.8586, 3.7023)
F (4.4969, -3.1043, 4.0924)
F (2.4053, -3.0981, 4.7668)
F (2.9079, -3.7526, 2.7192)

Atom charges from the Löwdin analysis, given in e for atoms 1 to 6: 0.524 -0.254 -0.212 -0.176 -0.193 -0.271

(3)
Entry from the OMol25 dataset: a structure of composition C39H37NP2Pd at a distorted geometry (the ωB97M-V functional and the def2-TZVPD basis).

charge = +4
LUMO energy (spin up / spin down) = -15.3027 / -15.9085 eV
HOMO-LUMO gap (spin up / spin down) = 3.991 / 3.169 eV
electronic energy = -64549.42523 eV

Atoms and positions in Å:
Pd (-1.6817, 1.0332, -0.2326)
C (-1.8512, 3.7986, -2.7948)
C (-2.5398, 2.9389, -1.8054)
C (-3.0385, 1.6572, -2.1670)
C (-3.8660, 0.9257, -1.2903)
C (-4.1356, 1.4280, -0.0091)
C (-3.5884, 2.6665, 0.3843)
C (-2.7972, 3.4073, -0.5009)
H (-2.5736, 4.5246, -3.1865)
H (-1.4812, 3.2336, -3.6460)
H (-1.0496, 4.3797, -2.3409)
H (-2.8975, 1.3067, -3.1854)
H (-4.3571, 0.0214, -1.6387)
H (-4.8318, 0.9121, 0.6432)
H (-3.8684, 3.0997, 1.3401)
H (-2.4775, 4.4047, -0.2273)
C (1.5321, 0.4261, 0.6471)
N (1.5915, -1.0111, 0.7106)
C (0.5065, -1.8103, 0.2160)
P (-1.2496, -1.2352, 0.6492)
C (-1.1552, -0.8379, 2.4218)
C (-0.7551, -1.7798, 3.3733)
C (-0.7630, -1.4355, 4.7145)
C (-1.1846, -0.1733, 5.1132)
C (-1.5710, 0.7738, 4.1671)
C (-1.5331, 0.4495, 2.8233)
C (-2.2053, -2.7756, 0.5086)
C (-1.9976, -3.7046, -0.5166)
C (-2.7899, -4.8427, -0.5928)
C (-3.8456, -5.0333, 0.2927)
C (-4.0561, -4.1061, 1.3064)
C (-3.2780, -2.9609, 1.3903)
C (2.7094, -1.6126, 1.2361)
C (3.1365, -2.8924, 0.7971)
C (4.2808, -3.4573, 1.3046)
C (5.0345, -2.8003, 2.2836)
C (4.6154, -1.5443, 2.7385)
C (3.4855, -0.9548, 2.2248)
P (0.6364, 1.1470, -0.8585)
C (1.3884, 2.8004, -0.9923)
C (1.4612, 3.6034, 0.1520)
C (1.9268, 4.9026, 0.0456)
C (2.3371, 5.3903, -1.1905)
C (2.2240, 4.6110, -2.3353)
C (1.7575, 3.3091, -2.2417)
C (1.3163, 0.2049, -2.2541)
C (2.6994, 0.0332, -2.3877)
C (3.1990, -0.6547, -3.4775)
C (2.3310, -1.1457, -4.4459)
C (0.9533, -1.0039, -4.2999)
C (0.4413, -0.3195, -3.2084)
H (2.5510, 0.8281, 0.6418)
H (1.0026, 0.8303, 1.5272)
H (0.5938, -2.8233, 0.6202)
H (0.5326, -1.8601, -0.8863)
H (-0.4494, -2.7726, 3.0714)
H (-0.4450, -2.1525, 5.4557)
H (-1.1968, 0.0873, 6.1622)
H (-1.9035, 1.7490, 4.4934)
H (-1.8102, 1.2052, 2.0567)
H (-1.2336, -3.5429, -1.2648)
H (-2.5877, -5.5881, -1.3484)
H (-4.4846, -5.8995, 0.2010)
H (-4.8288, -4.2848, 2.0419)
H (-3.4970, -2.2135, 2.1411)
H (2.6184, -3.3912, -0.0081)
H (4.6276, -4.4039, 0.9133)
H (5.9278, -3.2573, 2.6854)
H (5.1643, -1.0536, 3.5282)
H (3.1432, -0.0242, 2.6484)
H (1.1425, 3.2256, 1.1145)
H (1.9767, 5.5267, 0.9259)
H (2.7828, 6.3766, -1.2541)
H (2.5075, 5.0070, -3.2997)
H (1.6873, 2.7008, -3.1311)
H (3.3789, 0.4553, -1.6615)
H (4.2660, -0.7781, -3.5875)
H (2.7335, -1.6107, -5.3357)
H (0.2874, -1.4305, -5.0356)
H (-0.6319, -0.2026, -3.0737)

Atom charges from the Löwdin analysis, given in e for atoms 1 to 6: 0.546 -0.002 -0.272 -0.070 -0.089 -0.073

> electronic energy of number 3 (C39H37NP2Pd)?

-64549.42523 eV